[1]
The following is a quantum chemistry calculation of 4 unconnected molecules or ions with the total composition C28H71N3O11P3 in a non-equilibrium geometry, from OMol25.

Structure (XYZ):
```
116
Properties=species:S:1:pos:R:3:forces:R:3:lowdin_charge:R:1
C 6.2069 6.9760 -3.0732 -0.10 0.01 -0.21 -0.065
C 5.8837 6.2870 -4.3853 0.16 -0.32 0.29 -0.250
O 5.1528 5.0757 -4.1430 -0.06 0.05 -0.06 -0.173
C 3.7815 5.1792 -4.4496 0.32 -0.05 0.23 -0.187
C 3.0036 4.0419 -3.7586 0.02 -0.06 -0.22 -0.158
O 3.8947 3.2232 -3.0096 -0.07 0.02 -0.13 -0.196
C 3.3488 1.9995 -2.6244 0.08 0.00 0.43 -0.353
P 4.5721 0.6624 -2.9870 0.71 -0.42 -0.06 0.778
C 5.7360 1.1101 -4.3105 -0.25 0.62 -0.27 -0.283
C 5.0958 1.8410 -5.4836 0.34 -0.22 -0.39 -0.240
O 4.0665 1.0333 -6.0813 0.00 -0.01 0.41 -0.071
P 3.3198 -1.1208 -3.3269 -1.36 -0.48 0.59 0.709
O 4.4836 -2.1398 -3.8237 0.43 0.41 -0.28 -0.313
O 2.4834 -0.7198 -4.6399 0.19 0.06 -0.06 -0.308
P 5.6854 0.4371 -1.1146 0.26 0.90 0.81 0.814
C 4.8879 -0.9725 -0.2584 -0.05 0.21 -0.45 -0.325
C 7.3726 -0.1707 -1.5003 -0.02 -0.59 -0.72 -0.447
C 7.5460 -1.2454 -2.5904 0.24 -0.10 0.25 -0.147
H 6.6034 6.2500 -2.3662 -0.01 -0.03 0.03 0.079
H 5.3139 7.4367 -2.6524 0.05 0.05 0.13 0.076
H 6.9687 7.7383 -3.2359 -0.09 0.12 0.04 0.081
H 5.3106 6.9328 -5.0517 0.11 0.07 -0.11 0.118
H 6.8111 5.9883 -4.8744 -0.05 0.04 -0.16 0.118
H 3.3867 6.1412 -4.1154 -0.06 0.04 -0.07 0.129
H 3.6592 5.0982 -5.5350 -0.20 0.15 -0.04 0.126
H 2.2190 4.4329 -3.1093 0.00 0.04 0.07 0.133
H 2.5190 3.4327 -4.5313 -0.09 -0.07 0.06 0.115
H 2.3762 1.7638 -3.0654 0.05 0.01 -0.23 0.101
H 3.2260 1.9740 -1.5356 -0.11 -0.05 0.03 0.095
H 6.2014 0.1946 -4.6722 -0.02 -0.13 0.15 0.086
H 6.5068 1.7641 -3.8949 0.02 -0.08 0.10 0.111
H 5.8819 1.9911 -6.2259 -0.05 0.00 -0.06 0.133
H 4.7274 2.8216 -5.2083 -0.05 -0.01 0.15 0.090
H 3.2836 1.5782 -6.1722 -0.17 0.20 -0.29 0.097
H 4.0953 -2.8936 -4.2789 0.02 -0.35 -0.03 0.073
H 3.0247 -0.3004 -5.3361 0.12 0.04 -0.19 0.027
H 4.8775 -1.8878 -0.8459 -0.02 -0.15 0.16 0.030
H 3.8773 -0.6822 0.0295 -0.08 -0.20 0.01 0.017
H 5.4676 -1.0971 0.6561 0.00 -0.12 0.01 0.051
H 8.0263 0.6753 -1.7048 -0.08 0.12 0.12 0.070
H 7.6980 -0.5982 -0.5491 -0.08 0.19 0.15 0.076
H 7.8328 -0.8074 -3.5438 -0.14 0.04 -0.06 0.060
H 8.3579 -1.9185 -2.3150 0.01 -0.01 -0.03 0.077
H 6.6559 -1.8572 -2.7243 -0.02 0.02 -0.04 0.041
C 2.0236 -0.0947 2.4106 0.01 0.00 -0.11 -0.115
O 1.9194 -1.2386 1.5832 0.12 0.15 0.12 -0.224
C 1.8522 -2.4713 2.2996 0.04 -0.23 -0.14 -0.209
C 0.4715 -3.0821 2.2068 -0.11 0.15 0.01 -0.217
N -0.5022 -2.2989 2.9495 0.02 0.02 -0.14 -0.042
C -1.8968 -2.6772 2.7229 0.09 0.13 0.09 -0.185
C -2.4534 -2.5480 1.3098 -0.17 -0.14 0.02 -0.217
O -2.5784 -1.2189 0.8388 0.10 0.00 -0.03 -0.175
C -1.4025 -0.6542 0.2884 -0.11 0.14 0.02 -0.095
H 2.2566 0.7543 1.7673 -0.01 0.00 -0.02 0.081
H 1.0901 0.1222 2.9379 0.03 -0.01 0.07 0.081
H 2.8263 -0.2063 3.1457 -0.01 0.01 0.03 0.091
H 2.1533 -2.3299 3.3412 -0.08 0.05 0.02 0.124
H 2.5661 -3.1565 1.8329 0.03 0.04 0.00 0.120
H 0.5064 -4.0956 2.6182 -0.03 -0.01 0.00 0.126
H 0.2218 -3.1621 1.1391 0.07 -0.11 -0.01 0.105
H -0.3915 -1.3247 2.7029 -0.01 0.01 0.01 0.066
H -2.5065 -2.0512 3.3783 -0.04 -0.05 0.02 0.127
H -2.0386 -3.7062 3.0605 0.00 -0.02 0.00 0.098
H -3.4695 -2.9509 1.3284 0.00 0.02 -0.02 0.117
H -1.8942 -3.1527 0.5843 0.08 0.05 0.02 0.113
H -0.7794 -1.4086 -0.2019 0.03 -0.04 0.08 0.088
H -0.8150 -0.1380 1.0564 0.13 -0.09 -0.04 0.077
H -1.7060 0.0889 -0.4481 -0.03 -0.09 0.02 0.067
C -4.2132 5.9504 -3.6406 0.08 0.03 0.01 -0.116
O -3.5015 6.1358 -2.4331 -0.10 -0.09 -0.07 -0.198
C -4.3222 6.3876 -1.2967 0.10 0.15 0.14 -0.214
C -4.3173 5.2157 -0.3401 -0.01 -0.13 -0.12 -0.218
N -5.0186 4.0692 -0.8996 0.19 -0.01 0.02 -0.049
C -4.8627 2.8280 -0.1470 -0.14 0.04 -0.15 -0.192
C -3.4638 2.2452 0.0055 -0.03 -0.18 0.26 -0.218
O -2.8957 1.7540 -1.1993 -0.02 0.24 -0.11 -0.207
C -2.2787 2.7219 -2.0224 0.02 -0.19 -0.07 -0.099
H -3.4864 5.9639 -4.4514 0.02 -0.01 0.01 0.086
H -4.7453 4.9931 -3.6670 -0.06 0.03 0.00 0.078
H -4.9328 6.7570 -3.8058 -0.03 -0.01 -0.01 0.089
H -5.3418 6.6389 -1.6017 -0.02 -0.07 -0.03 0.124
H -3.9016 7.2558 -0.7828 -0.01 0.02 -0.02 0.122
H -4.8120 5.5165 0.5881 0.01 -0.02 0.02 0.126
H -3.2670 4.9934 -0.1032 0.00 0.08 0.08 0.103
H -4.6954 3.9174 -1.8456 -0.04 0.01 -0.02 0.068
H -5.4806 2.0730 -0.6382 -0.01 -0.03 0.04 0.124
H -5.2820 2.9760 0.8529 0.03 0.02 0.02 0.121
H -3.5450 1.3753 0.6627 0.02 -0.02 -0.03 0.116
H -2.7696 2.9414 0.4928 -0.01 0.08 -0.10 0.115
H -1.8310 3.5301 -1.4374 -0.05 0.05 0.00 0.088
H -2.9754 3.1445 -2.7512 0.02 0.11 0.04 0.075
H -1.4896 2.2162 -2.5843 0.01 -0.01 0.02 0.081
C -2.8036 -6.2160 4.0588 0.05 0.08 0.07 -0.120
O -3.5787 -5.0877 4.4103 0.00 -0.20 -0.06 -0.213
C -4.8392 -5.0103 3.7531 -0.07 0.25 -0.04 -0.217
C -5.9834 -5.2715 4.7073 0.07 -0.14 0.11 -0.216
N -6.0194 -6.6653 5.1247 0.07 0.10 0.08 -0.050
C -6.9470 -6.9554 6.2149 0.04 -0.14 -0.11 -0.198
C -6.7186 -6.2789 7.5618 -0.18 0.01 0.08 -0.228
O -5.5584 -6.7105 8.2456 0.05 0.02 -0.06 -0.176
C -4.3526 -6.0767 7.8698 0.02 -0.09 0.13 -0.102
H -1.8034 -6.0595 4.4617 -0.01 0.01 0.02 0.089
H -3.2036 -7.1437 4.4804 -0.01 -0.03 -0.07 0.079
H -2.7305 -6.3261 2.9715 -0.01 -0.03 -0.01 0.087
H -4.8761 -5.6945 2.8999 0.00 -0.07 0.05 0.125
H -4.9373 -3.9893 3.3706 0.02 -0.01 -0.02 0.116
H -6.9230 -5.0281 4.2021 -0.02 0.00 0.02 0.126
H -5.8681 -4.5795 5.5530 -0.04 0.08 -0.06 0.107
H -5.0906 -6.9472 5.4086 0.01 -0.01 0.00 0.068
H -6.9184 -8.0345 6.3820 -0.04 0.00 0.01 0.120
H -7.9601 -6.7158 5.8761 0.00 0.04 0.01 0.118
H -7.5575 -6.5548 8.2050 0.01 0.00 0.01 0.122
H -6.7306 -5.1843 7.4869 0.08 0.00 -0.06 0.111
H -4.5154 -5.0366 7.5738 0.00 0.00 -0.05 0.088
H -3.8474 -6.6091 7.0581 0.00 0.08 -0.06 0.071
H -3.6907 -6.0919 8.7357 -0.02 0.00 0.01 0.088
```
Positions in Å, forces in eV/Å.

## Properties
- Total charge: +1
- Kohn-Sham gap: 7.12 eV
- HOMO: -9.68 eV
- E_LUMO: -2.56 eV
- Electronic energy: -3125.023102 a.u.

---

[2]
The following is a quantum chemistry calculation of 8 unconnected molecules or ions with the total composition C28H72O16 in a non-equilibrium geometry, from OMol25.

Structure (XYZ):
```
116
Properties=species:S:1:pos:R:3:forces:R:3:lowdin_charge:R:1
C -1.1747 2.1591 2.5986 -0.18 -0.22 -0.49 -0.099
O -1.4122 2.7019 3.8610 0.46 -0.64 0.59 -0.165
C -2.5512 3.4672 4.0307 -0.21 1.24 0.06 -0.221
C -2.5830 3.9403 5.4822 0.53 0.25 0.12 -0.225
O -3.1266 2.9113 6.2727 0.32 -0.27 1.28 -0.193
C -3.0137 3.2244 7.6903 -2.07 -0.16 -1.02 -0.081
H -0.2873 1.5222 2.7137 -0.32 0.10 -0.25 0.084
H -0.9844 2.9256 1.8313 0.12 0.11 0.17 0.082
H -2.0359 1.5810 2.2225 0.19 -0.14 0.22 0.081
H -3.4998 2.9982 3.7709 -0.09 -0.80 0.23 0.126
H -2.5304 4.2960 3.3186 0.21 0.60 0.13 0.120
H -3.1329 4.8823 5.6411 -0.35 -0.20 -0.38 0.120
H -1.5714 4.1899 5.8593 -0.06 -0.29 -0.54 0.132
H -3.2153 4.2927 7.7415 0.40 0.26 0.55 0.072
H -2.0936 2.9268 8.1984 0.08 0.02 -0.44 0.086
H -3.9081 2.7543 8.1698 0.93 0.07 -0.24 0.095
C 1.0863 -1.0859 2.8264 0.03 -0.91 -0.91 -0.117
O 2.2462 -0.2844 2.8112 -0.08 0.00 -0.35 -0.179
C 3.1098 -0.4711 1.6771 1.15 0.50 1.77 -0.173
C 4.4014 0.2419 2.0475 0.89 -0.41 0.23 -0.178
O 5.1985 -0.5763 2.9231 -1.30 -0.50 -0.09 -0.190
C 6.3014 0.0611 3.4617 0.80 0.88 -0.51 -0.149
H 1.3103 -2.1628 2.6348 0.16 0.43 0.56 0.088
H 0.4401 -0.8555 1.9594 -0.22 0.40 0.38 0.071
H 0.5606 -0.9729 3.7934 0.33 0.09 -0.59 0.097
H 2.7767 -0.0363 0.7492 -0.65 -0.06 -0.30 0.085
H 3.4209 -1.5027 1.6066 -0.40 -0.71 -0.38 0.126
H 4.1567 1.1536 2.5912 0.00 0.41 -0.24 0.125
H 5.0302 0.4177 1.1500 -0.49 0.28 0.21 0.128
H 6.9540 -0.6985 3.9067 -0.24 0.25 0.07 0.090
H 6.0830 0.8846 4.1773 -0.21 -0.59 -0.07 0.092
H 6.8542 0.5540 2.6406 0.22 -0.11 0.18 0.082
C -4.7395 -0.0481 -1.9750 -0.72 0.27 0.23 -0.098
O -4.6673 -0.9857 -0.9238 -0.47 0.44 1.06 -0.169
C -5.2402 -0.4800 0.2903 -0.38 0.97 -0.76 -0.215
C -4.7741 -1.2664 1.4415 1.93 -0.30 0.67 -0.204
O -3.4741 -0.7472 1.7431 0.95 -0.68 1.31 -0.250
C -2.8118 -1.5240 2.8240 -1.44 1.55 -1.09 -0.028
H -5.7998 0.1331 -2.2687 0.60 -0.34 -0.21 0.102
H -4.1073 -0.4217 -2.7657 -0.19 -0.18 -0.45 0.083
H -4.3455 0.9244 -1.6962 0.25 0.25 0.28 0.064
H -6.3281 -0.3983 0.3124 -0.37 -0.58 -0.64 0.127
H -4.9627 0.5799 0.4701 0.40 -0.36 -0.22 0.128
H -4.6290 -2.3339 1.2069 -0.59 0.15 0.00 0.138
H -5.3482 -1.1110 2.3486 -0.70 -0.22 -0.02 0.127
H -3.4404 -1.5356 3.7361 0.22 0.06 -0.42 0.095
H -1.8970 -0.9710 3.0166 0.17 -0.40 0.02 0.066
H -2.7038 -2.5236 2.4367 0.52 -0.48 0.14 0.081
C 1.9163 2.9337 0.4293 0.52 -0.88 1.29 -0.070
O 2.3394 1.8963 -0.4726 -0.97 1.11 0.60 -0.206
C 3.4533 2.3078 -1.2051 0.48 -0.33 -0.77 -0.231
C 3.6972 1.2737 -2.2850 0.95 -0.40 0.40 -0.178
O 3.8837 0.0052 -1.6333 0.01 0.84 -0.09 -0.176
C 4.2732 -1.0196 -2.4998 -0.73 0.02 -1.56 -0.116
H 1.2953 3.7089 0.0002 -0.04 0.19 -0.62 0.072
H 2.7929 3.4021 0.9320 -0.37 -0.19 -0.41 0.102
H 1.3282 2.4697 1.2425 0.27 -0.01 -0.52 0.079
H 4.3068 2.3914 -0.5359 0.34 0.08 0.09 0.122
H 3.2967 3.2699 -1.7087 -0.06 0.13 0.12 0.126
H 4.5522 1.5012 -2.9443 0.31 0.14 0.63 0.129
H 2.8936 1.3518 -3.0002 -1.02 -0.78 -0.08 0.116
H 5.2314 -0.8567 -3.0174 -0.15 0.30 0.15 0.096
H 3.4656 -1.1778 -3.2317 0.31 0.20 -0.29 0.080
H 4.3180 -1.9828 -2.0409 0.23 -0.29 1.08 0.059
C 2.4388 -5.3461 -2.7703 -0.91 -0.78 0.63 -0.083
O 2.6840 -5.5166 -1.3614 0.12 -0.37 -1.18 -0.182
C 2.6913 -4.2672 -0.7342 0.49 0.97 0.84 -0.214
C 1.3931 -3.9180 -0.0066 -0.63 0.40 -0.95 -0.215
O 1.2746 -4.5769 1.2174 0.26 0.23 1.13 -0.196
C 0.8759 -5.9340 1.1206 0.74 1.04 0.03 -0.077
H 3.2922 -4.9301 -3.3010 0.04 0.29 0.07 0.089
H 1.5086 -4.7926 -2.9130 0.25 0.67 -0.06 0.082
H 2.1758 -6.3026 -3.2180 0.47 -0.38 0.24 0.084
H 3.0887 -3.5146 -1.4287 -0.78 0.16 0.02 0.094
H 3.4224 -4.2181 0.0822 0.21 -0.66 -0.04 0.134
H 0.4826 -4.1576 -0.5858 0.34 0.15 -0.34 0.130
H 1.3606 -2.8335 0.1932 0.17 -0.41 0.03 0.100
H 0.8272 -6.3318 2.1021 0.15 -0.24 1.13 0.075
H 1.6467 -6.4616 0.5767 -0.42 -0.56 -0.55 0.086
H -0.1348 -5.9393 0.7659 -0.54 -0.53 -0.96 0.084
C -5.1357 3.9056 -1.1575 0.39 1.23 -0.14 -0.113
O -3.8830 3.5249 -1.6917 -0.32 -0.41 0.04 -0.190
C -2.8431 3.4207 -0.7394 0.05 -0.28 0.27 -0.210
C -1.5418 3.1434 -1.4523 -0.17 0.84 -0.22 -0.186
O -0.9747 4.4156 -1.8492 -0.21 -0.93 -0.23 -0.163
C 0.0861 4.1591 -2.7278 1.44 0.75 0.43 -0.133
H -5.0981 5.0011 -0.9726 -0.34 -0.46 -0.03 0.098
H -5.4572 3.4304 -0.2383 0.48 -0.46 0.49 0.075
H -5.9138 3.6701 -1.8707 0.01 0.12 -0.45 0.081
H -3.0663 2.5891 -0.0534 0.04 0.09 0.04 0.109
H -2.7305 4.3452 -0.1506 -0.12 -0.09 -0.08 0.133
H -1.7377 2.5347 -2.3349 -0.13 -0.04 -0.19 0.126
H -0.8457 2.5623 -0.8480 0.12 0.15 0.28 0.100
H 0.8739 3.5906 -2.2174 -0.10 -0.34 -0.10 0.064
H 0.5958 5.0698 -3.0551 -0.42 0.36 0.37 0.092
H -0.1654 3.6743 -3.6496 -0.66 -0.69 -0.46 0.080
O 2.1778 -3.0357 -7.0671 -1.13 0.17 -0.25 -0.063
C 1.3500 -2.5047 -6.0227 1.01 0.59 -0.58 -0.248
C -0.1575 -2.6180 -6.1542 0.35 -1.23 1.30 -0.210
O -0.5737 -2.1836 -4.8428 -0.37 0.18 -0.45 -0.091
H 1.8376 -2.6488 -7.8878 0.37 -0.21 0.08 0.086
H 1.6906 -3.0033 -5.1252 -0.19 -0.11 0.29 0.110
H 1.5852 -1.4355 -5.9268 -0.07 -0.06 0.23 0.124
H -0.4578 -3.6709 -6.2945 0.10 0.31 -0.12 0.128
H -0.5767 -2.0175 -6.9410 -0.14 0.46 -0.40 0.112
H -1.5360 -2.1683 -4.7877 0.12 -0.02 -0.05 0.093
O 1.0619 -1.6742 -2.3588 -0.36 0.20 -0.03 -0.075
C 0.5124 -0.7812 -1.4010 0.67 0.10 1.04 -0.222
C -0.8964 -1.1318 -0.9147 -1.00 1.30 -0.47 -0.196
O -1.4857 0.0887 -0.4330 0.43 0.48 -0.20 -0.092
H 0.6552 -1.4577 -3.2091 -0.07 -0.34 0.00 0.055
H 1.1828 -0.8123 -0.5253 -0.13 -0.02 -0.36 0.092
H 0.5872 0.2696 -1.7298 -0.46 -0.33 -0.06 0.120
H -0.9744 -1.8496 -0.1250 0.56 -0.75 0.50 0.101
H -1.5192 -1.5104 -1.7252 0.07 -0.14 -0.38 0.110
H -2.2380 -0.0568 0.1560 0.04 -0.59 0.03 0.047
```
Positions in Å, forces in eV/Å.

## Properties
- SMILES: COCCOC.COCCOC.COCCOC.COCCOC.COCCOC.COCCOC.OCCO.OCCO
- Kohn-Sham gap: 9.35 eV
- HOMO: -9.02 eV
- E_LUMO: 0.34 eV
- Electronic energy: -2313.519615 a.u.